# 1
The following is a quantum chemistry calculation of a cluster of 8 separate species, C24H48O24 in total at a distorted geometry, from OMol25.

Geometry (Å):
1 C -2.91 2.70 2.47
2 O -3.12 3.73 1.50
3 C -3.76 4.83 1.87
4 O -4.44 4.97 2.85
5 O -3.52 5.73 0.92
6 C -4.21 6.96 0.96
7 H -2.18 3.00 3.21
8 H -2.50 1.88 1.88
9 H -3.86 2.35 2.89
10 H -5.02 6.94 0.23
11 H -3.54 7.77 0.72
12 H -4.64 7.16 1.94
13 C 1.47 -0.55 2.66
14 O 2.54 -1.47 2.82
15 C 2.36 -2.68 2.28
16 O 1.34 -3.10 1.80
17 O 3.50 -3.35 2.39
18 C 3.51 -4.63 1.75
19 H 1.53 0.17 3.47
20 H 0.50 -1.03 2.78
21 H 1.52 -0.07 1.68
22 H 3.52 -4.49 0.67
23 H 2.63 -5.20 2.04
24 H 4.42 -5.11 2.08
25 C -0.79 -10.13 0.26
26 O -1.02 -8.93 1.00
27 C -0.76 -7.81 0.34
28 O -0.40 -7.73 -0.81
29 O -0.95 -6.79 1.17
30 C -0.88 -5.50 0.56
31 H -1.23 -10.95 0.81
32 H 0.29 -10.29 0.14
33 H -1.22 -10.06 -0.74
34 H 0.16 -5.19 0.45
35 H -1.35 -4.80 1.25
36 H -1.45 -5.46 -0.37
37 C -4.75 -2.50 -3.06
38 O -4.09 -3.56 -3.76
39 C -3.12 -4.16 -3.10
40 O -2.88 -4.02 -1.92
41 O -2.45 -4.95 -3.93
42 C -1.42 -5.75 -3.35
43 H -4.08 -1.64 -2.95
44 H -5.03 -2.80 -2.05
45 H -5.62 -2.26 -3.64
46 H -0.92 -6.23 -4.18
47 H -1.83 -6.51 -2.69
48 H -0.74 -5.12 -2.77
49 C -1.54 9.60 0.70
50 O -1.09 8.45 1.40
51 C -0.43 7.54 0.70
52 O -0.21 7.56 -0.48
53 O -0.07 6.57 1.55
54 C 0.91 5.64 1.09
55 H -0.81 9.91 -0.06
56 H -1.74 10.40 1.40
57 H -2.43 9.37 0.10
58 H 1.03 4.89 1.87
59 H 1.89 6.14 1.05
60 H 0.64 5.31 0.09
61 C 3.51 0.47 -6.72
62 O 2.75 -0.66 -6.29
63 C 2.59 -0.76 -4.97
64 O 3.08 -0.04 -4.15
65 O 1.84 -1.83 -4.72
66 C 1.35 -1.90 -3.38
67 H 4.53 0.43 -6.34
68 H 3.08 1.40 -6.33
69 H 3.47 0.48 -7.80
70 H 0.71 -1.04 -3.19
71 H 2.18 -1.93 -2.68
72 H 0.79 -2.83 -3.31
73 C 4.06 1.88 1.03
74 O 3.09 2.66 1.75
75 C 3.29 2.75 3.06
76 O 4.25 2.35 3.66
77 O 2.24 3.37 3.59
78 C 2.30 3.61 4.99
79 H 3.85 1.96 -0.03
80 H 4.03 0.86 1.39
81 H 5.07 2.27 1.20
82 H 3.27 4.03 5.27
83 H 2.15 2.70 5.56
84 H 1.55 4.37 5.22
85 C -0.88 -2.19 -0.44
86 O 0.01 -1.09 -0.51
87 C -0.38 0.08 -0.02
88 O -1.41 0.30 0.55
89 O 0.61 0.94 -0.22
90 C 0.38 2.29 0.22
91 H -0.32 -3.06 -0.78
92 H -1.76 -2.04 -1.06
93 H -1.16 -2.41 0.59
94 H -0.33 2.82 -0.42
95 H 1.34 2.77 0.11
96 H 0.11 2.28 1.27

**Lowest unoccupied orbital energy**: 0.488 eV
**SMILES string**: COC(=O)OC.COC(=O)OC.COC(=O)OC.COC(=O)OC.COC(=O)OC.COC(=O)OC.COC(=O)OC.COC(=O)OC
**Relative energy (zero: lowest compared OMol25 entry of this formula, charge and spin)**: 3.3 kcal/mol
**Frontier orbital gap**: 11.16 eV
**DFT total energy**: -74806.6030 eV

Listed below, in e, are the Löwdin charges computed for each atom: -0.03, 0.00, -0.62, 0.13, 0.01, -0.03, 0.10, 0.06, 0.10, 0.10, 0.06, 0.10, -0.02, 0.02, -0.60, 0.12, 0.01, -0.02, 0.10, 0.11, 0.08, 0.10, 0.09, 0.09, -0.03, 0.01, -0.62, 0.11, 0.02, -0.04, 0.09, 0.10, 0.09, 0.09, 0.10, 0.07, -0.03, 0.02, -0.62, 0.10, 0.01, -0.03, 0.10, 0.10, 0.09, 0.10, 0.09, 0.08, -0.04, 0.00, -0.62, 0.13, 0.00, -0.03, 0.10, 0.10, 0.08, 0.08, 0.11, 0.09, -0.05, 0.01, -0.63, 0.13, 0.01, -0.03, 0.10, 0.10, 0.09, 0.10, 0.10, 0.08, -0.02, -0.03, -0.63, 0.14, -0.02, -0.03, 0.10, 0.10, 0.10, 0.10, 0.10, 0.10, -0.04, -0.01, -0.64, 0.13, -0.01, -0.03, 0.08, 0.09, 0.10, 0.11, 0.07, 0.10

---

# 2
The following is a quantum chemistry calculation of a structure of composition C24H48O24V at a distorted geometry, from OMol25.

Geometry (Å):
1 V -14.07 8.19 7.02
2 C -10.32 10.76 5.77
3 O -11.18 10.60 4.68
4 C -12.45 10.14 4.84
5 O -12.98 9.80 5.90
6 O -13.17 10.08 3.72
7 C -12.55 10.36 2.47
8 H -9.58 11.43 5.32
9 H -9.80 9.84 6.04
10 H -10.63 11.21 6.71
11 H -11.85 11.19 2.53
12 H -13.33 10.56 1.73
13 H -12.06 9.49 2.03
14 C -14.47 7.91 12.54
15 O -14.43 8.14 11.16
16 C -15.32 7.72 10.20
17 O -15.13 7.90 9.00
18 O -16.33 7.06 10.74
19 C -17.17 6.31 9.85
20 H -15.47 8.19 12.87
21 H -13.70 8.51 13.02
22 H -14.29 6.83 12.59
23 H -17.83 5.67 10.44
24 H -16.53 5.64 9.29
25 H -17.76 6.89 9.14
26 C -14.42 3.08 8.21
27 O -13.05 3.47 8.18
28 C -12.63 4.78 7.98
29 O -13.35 5.77 7.77
30 O -11.31 4.89 7.97
31 C -10.48 3.76 7.87
32 H -14.43 2.07 8.63
33 H -14.85 3.07 7.21
34 H -15.08 3.71 8.81
35 H -10.61 3.09 8.72
36 H -9.44 4.08 7.79
37 H -10.71 3.14 7.01
38 C -17.24 3.67 6.20
39 O -16.69 4.81 6.80
40 C -16.40 5.95 6.17
41 O -15.56 6.73 6.61
42 O -17.08 6.06 5.00
43 C -16.59 6.96 4.03
44 H -16.58 3.25 5.44
45 H -18.26 3.77 5.83
46 H -17.35 2.93 7.00
47 H -17.03 7.94 4.21
48 H -16.85 6.65 3.01
49 H -15.50 6.97 4.10
50 C -13.69 13.03 7.54
51 O -13.95 12.64 8.90
52 C -14.08 11.30 9.17
53 O -13.82 10.43 8.36
54 O -14.60 11.14 10.45
55 C -15.11 12.19 11.22
56 H -14.60 12.94 6.94
57 H -12.91 12.38 7.16
58 H -13.42 14.08 7.49
59 H -15.43 11.86 12.21
60 H -15.90 12.72 10.68
61 H -14.47 13.04 11.46
62 C -9.69 6.65 4.30
63 O -10.97 7.25 4.66
64 C -12.14 6.46 4.83
65 O -13.17 7.00 5.27
66 O -12.01 5.18 4.48
67 C -13.12 4.31 4.64
68 H -9.76 6.09 3.37
69 H -9.27 6.11 5.15
70 H -8.95 7.41 4.06
71 H -12.94 3.63 5.48
72 H -13.26 3.76 3.71
73 H -14.05 4.81 4.92
74 C -11.02 9.26 10.32
75 O -10.26 8.58 9.34
76 C -10.88 8.14 8.21
77 O -12.08 8.19 8.06
78 O -10.02 7.69 7.28
79 C -8.60 7.67 7.49
80 H -10.25 9.53 11.04
81 H -11.77 8.65 10.84
82 H -11.34 10.19 9.86
83 H -8.07 7.59 6.54
84 H -8.42 6.77 8.07
85 H -8.33 8.53 8.11
86 C -18.18 9.81 7.70
87 O -17.75 10.50 6.51
88 C -16.63 10.18 5.90
89 O -15.79 9.38 6.36
90 O -16.43 10.97 4.78
91 C -17.16 12.13 4.46
92 H -19.17 10.16 7.99
93 H -17.38 9.98 8.42
94 H -18.30 8.73 7.59
95 H -17.99 11.83 3.81
96 H -16.47 12.79 3.95
97 H -17.56 12.73 5.28

**Total charge**: +2
**⟨S²⟩**: 3.7518
**Lowest unoccupied orbital energy (alpha / beta)**: -3.585 / -3.586 eV
**Relative energy (zero: lowest compared OMol25 entry of this formula, charge and spin)**: 69.1 kcal/mol
**Frontier orbital gap (alpha / beta)**: 8.78 / 11.66 eV
**DFT total energy**: -100480.7954 eV
**2S+1**: 4

Listed below, in e, are the Löwdin charges computed for each atom: 1.00, -0.03, 0.00, -0.49, 0.03, 0.03, -0.02, 0.11, 0.08, 0.10, 0.10, 0.10, 0.10, -0.03, -0.04, -0.48, 0.05, 0.03, 0.00, 0.10, 0.11, 0.11, 0.11, 0.08, 0.09, -0.02, -0.03, -0.48, 0.07, 0.01, -0.03, 0.11, 0.07, 0.09, 0.11, 0.10, 0.10, -0.04, -0.01, -0.48, 0.01, 0.01, 0.00, 0.11, 0.11, 0.10, 0.10, 0.11, 0.09, 0.00, -0.02, -0.46, 0.08, -0.02, -0.07, 0.10, 0.08, 0.11, 0.10, 0.10, 0.10, -0.02, -0.02, -0.42, 0.02, 0.03, 0.00, 0.10, 0.09, 0.10, 0.09, 0.12, 0.09, 0.00, -0.01, -0.50, 0.06, -0.03, -0.01, 0.11, 0.10, 0.10, 0.10, 0.10, 0.10, 0.02, 0.02, -0.48, 0.03, -0.01, -0.04, 0.11, 0.10, 0.09, 0.10, 0.10, 0.10

---

# 3
The following is a quantum chemistry calculation of a structure of composition C24H48O6 at a distorted geometry, from OMol25.

Geometry (Å):
1 C -13.89 -13.05 4.88
2 C -14.08 -12.89 6.35
3 C -13.03 -13.85 7.05
4 O -12.04 -13.72 6.02
5 C -12.33 -13.28 4.70
6 H -14.20 -12.15 4.35
7 H -14.59 -13.78 4.48
8 H -15.08 -12.94 6.78
9 H -13.74 -11.88 6.58
10 H -13.27 -14.91 7.16
11 H -12.64 -13.50 8.01
12 H -12.13 -14.09 4.00
13 H -11.80 -12.35 4.49
14 C -13.21 -7.33 4.63
15 C -13.81 -8.54 4.09
16 C -12.94 -9.70 4.65
17 O -11.80 -9.06 5.19
18 C -12.11 -7.71 5.58
19 H -13.86 -6.66 5.18
20 H -12.64 -6.84 3.83
21 H -13.94 -8.68 3.02
22 H -14.81 -8.77 4.48
23 H -12.64 -10.48 3.94
24 H -13.27 -10.34 5.46
25 H -11.24 -7.05 5.52
26 H -12.40 -7.76 6.63
27 C -13.59 -10.02 7.12
28 C -14.91 -9.72 6.35
29 C -16.02 -10.11 7.22
30 O -15.47 -10.88 8.25
31 C -14.17 -10.31 8.51
32 H -12.84 -9.24 7.15
33 H -13.04 -10.92 6.84
34 H -14.86 -10.32 5.44
35 H -15.04 -8.70 5.98
36 H -16.83 -10.59 6.68
37 H -16.52 -9.24 7.65
38 H -13.50 -11.03 8.99
39 H -14.24 -9.46 9.18
40 C -17.53 -11.50 3.53
41 C -16.62 -12.59 2.96
42 C -15.43 -11.70 2.40
43 O -15.34 -10.78 3.44
44 C -16.60 -10.38 3.93
45 H -18.23 -11.80 4.31
46 H -18.10 -11.13 2.68
47 H -17.11 -13.13 2.15
48 H -16.35 -13.19 3.83
49 H -15.64 -11.23 1.44
50 H -14.44 -12.15 2.43
51 H -16.95 -9.50 3.39
52 H -16.56 -9.97 4.94
53 C -11.24 -10.78 7.03
54 C -10.73 -10.56 5.63
55 C -9.46 -11.33 5.50
56 O -9.08 -11.41 6.86
57 C -9.83 -10.60 7.64
58 H -11.79 -11.69 7.25
59 H -11.92 -9.95 7.21
60 H -10.47 -9.51 5.51
61 H -11.37 -10.86 4.80
62 H -8.68 -10.75 5.01
63 H -9.68 -12.34 5.13
64 H -9.62 -9.53 7.75
65 H -9.75 -11.03 8.64
66 C -10.67 -11.64 10.75
67 C -11.74 -10.76 11.34
68 C -12.43 -10.21 10.15
69 O -12.45 -11.41 9.27
70 C -11.51 -12.42 9.68
71 H -10.22 -12.20 11.57
72 H -9.84 -11.20 10.20
73 H -11.39 -9.94 11.96
74 H -12.51 -11.31 11.88
75 H -11.84 -9.47 9.62
76 H -13.39 -9.92 10.56
77 H -10.96 -13.04 8.97
78 H -12.03 -13.18 10.27

**Lowest unoccupied orbital energy**: 0.686 eV
**Relative energy (zero: lowest compared OMol25 entry of this formula, charge and spin)**: 395.5 kcal/mol
**Frontier orbital gap**: 8.56 eV
**DFT total energy**: -37933.0174 eV

Listed below, in e, are the Löwdin charges computed for each atom: -0.14, -0.13, -0.10, -0.18, -0.12, 0.06, 0.10, 0.13, 0.05, 0.12, 0.08, 0.12, 0.08, -0.15, -0.14, -0.19, -0.27, -0.14, 0.13, 0.12, 0.13, 0.06, 0.12, 0.06, 0.13, 0.11, -0.20, -0.17, -0.22, -0.09, -0.16, 0.09, 0.05, 0.07, 0.12, 0.11, 0.12, -0.06, 0.11, -0.15, -0.12, -0.15, -0.23, -0.20, 0.12, 0.11, 0.11, 0.09, 0.13, 0.12, 0.12, 0.08, -0.13, -0.24, -0.15, -0.10, -0.20, 0.10, 0.05, 0.12, 0.08, 0.12, 0.12, 0.13, 0.08, -0.14, -0.17, -0.14, -0.19, -0.14, 0.11, 0.09, 0.13, 0.13, 0.15, 0.13, 0.13, 0.12

---

# 4
The following is a quantum chemistry calculation of a cluster of 8 separate species, C24H48O8 in total at a distorted geometry, from OMol25.

Geometry (Å):
1 C 3.51 0.83 -1.65
2 C 2.60 1.40 -2.71
3 O 1.39 1.31 -2.64
4 C 3.25 2.17 -3.83
5 H 3.55 -0.24 -1.87
6 H 3.05 0.99 -0.67
7 H 4.44 1.39 -1.61
8 H 2.52 2.43 -4.59
9 H 4.02 1.57 -4.33
10 H 3.69 3.08 -3.43
11 C -0.48 2.56 3.12
12 C 0.67 3.45 3.59
13 O 1.26 3.16 4.59
14 C 0.95 4.71 2.83
15 H -0.06 1.56 3.16
16 H -0.87 2.85 2.14
17 H -1.36 2.67 3.76
18 H 0.02 5.23 2.60
19 H 1.59 4.52 1.97
20 H 1.55 5.38 3.46
21 C -0.49 -1.64 2.38
22 C -0.92 -1.07 1.04
23 O -1.99 -1.37 0.56
24 C -0.19 0.16 0.53
25 H -0.46 -0.76 3.03
26 H 0.53 -2.03 2.38
27 H -1.19 -2.32 2.85
28 H 0.44 -0.18 -0.31
29 H 0.47 0.63 1.25
30 H -0.90 0.87 0.12
31 C 5.19 -2.25 0.24
32 C 4.02 -3.10 0.64
33 O 4.15 -3.93 1.52
34 C 2.70 -2.88 -0.02
35 H 6.16 -2.68 0.50
36 H 5.09 -1.41 0.95
37 H 5.24 -1.88 -0.78
38 H 2.33 -1.91 0.34
39 H 2.02 -3.63 0.39
40 H 2.70 -3.00 -1.10
41 C -7.52 -1.83 -2.35
42 C -6.03 -1.64 -2.20
43 O -5.35 -1.39 -3.17
44 C -5.42 -1.68 -0.83
45 H -7.62 -2.57 -3.15
46 H -7.98 -0.90 -2.68
47 H -7.99 -2.29 -1.49
48 H -5.77 -2.52 -0.24
49 H -5.70 -0.77 -0.30
50 H -4.33 -1.64 -0.89
51 C -0.77 4.66 -0.73
52 C -2.14 4.48 -1.39
53 O -2.98 5.33 -1.32
54 C -2.33 3.17 -2.13
55 H -0.16 3.77 -0.84
56 H -0.93 4.80 0.34
57 H -0.29 5.57 -1.09
58 H -3.31 3.18 -2.60
59 H -2.29 2.31 -1.47
60 H -1.65 3.02 -2.96
61 C -2.11 -0.05 -3.23
62 C -1.57 -0.65 -4.50
63 O -1.24 0.07 -5.42
64 C -1.31 -2.12 -4.48
65 H -2.92 -0.68 -2.84
66 H -2.54 0.92 -3.44
67 H -1.36 0.09 -2.45
68 H -0.53 -2.37 -3.77
69 H -1.03 -2.51 -5.46
70 H -2.20 -2.70 -4.21
71 C 3.09 -2.15 4.15
72 C 2.14 -2.80 5.16
73 O 1.03 -2.36 5.32
74 C 2.70 -3.91 6.03
75 H 3.93 -2.77 3.87
76 H 3.33 -1.13 4.46
77 H 2.44 -1.98 3.28
78 H 3.76 -3.71 6.19
79 H 2.65 -4.88 5.53
80 H 2.13 -3.94 6.96

**Lowest unoccupied orbital energy**: 0.139 eV
**SMILES string**: CC(C)=O.CC(C)=O.CC(C)=O.CC(C)=O.CC(C)=O.CC(C)=O.CC(C)=O.CC(C)=O
**Relative energy (zero: lowest compared OMol25 entry of this formula, charge and spin)**: 26.0 kcal/mol
**Frontier orbital gap**: 9.35 eV
**DFT total energy**: -42045.1180 eV

Listed below, in e, are the Löwdin charges computed for each atom: -0.02, -0.50, 0.06, -0.02, 0.08, 0.08, 0.08, 0.09, 0.09, 0.09, -0.01, -0.50, 0.08, -0.03, 0.06, 0.06, 0.09, 0.08, 0.09, 0.08, -0.01, -0.47, 0.06, -0.02, 0.08, 0.05, 0.09, 0.07, 0.06, 0.07, -0.02, -0.52, 0.06, -0.02, 0.08, 0.09, 0.07, 0.07, 0.09, 0.09, -0.02, -0.51, 0.06, -0.02, 0.09, 0.09, 0.07, 0.08, 0.10, 0.06, -0.02, -0.49, 0.08, -0.03, 0.07, 0.06, 0.09, 0.09, 0.07, 0.09, -0.02, -0.49, 0.06, -0.02, 0.06, 0.06, 0.07, 0.09, 0.08, 0.08, -0.01, -0.48, 0.06, -0.02, 0.07, 0.09, 0.05, 0.08, 0.09, 0.08